[1]
The following is a DFT calculation (wB97M-V/def2-TZVPD) of a cluster of 5 separate species, C20H49N3O9 in total at a distorted geometry.

Each line ends with the Mulliken charge.
Atoms and positions in Å:
C 3.329 4.190 5.727  -1.402
C 2.680 4.675 4.402  0.313
C 1.856 3.702 3.498  -0.338
O 0.635 3.271 4.154  -0.357
C -0.249 2.634 3.364  -0.559
N 1.797 5.670 4.929  -0.757
H 3.606 4.999 6.403  0.431
H 4.224 3.609 5.508  0.331
H 2.663 3.560 6.317  0.283
H 3.356 5.354 3.883  0.373
H 2.495 2.936 3.057  -0.022
H 1.554 4.175 2.563  0.488
H 0.234 1.949 2.667  0.025
H -0.792 3.426 2.848  0.336
H -0.859 1.969 3.975  0.279
H 1.012 5.311 5.453  0.285
H 1.398 6.094 4.104  0.240
C -0.307 1.053 -0.449  -1.169
C -1.676 1.783 -0.265  0.346
C -2.598 1.743 -1.506  -0.700
O -2.294 2.814 -2.359  -0.407
C -3.290 2.996 -3.449  -0.807
N -2.373 1.157 0.892  -0.469
H -0.309 -0.011 -0.687  0.359
H 0.352 1.290 0.386  0.055
H 0.194 1.514 -1.301  0.418
H -1.437 2.827 -0.060  0.302
H -3.649 1.759 -1.215  0.520
H -2.552 0.720 -1.879  0.307
H -2.981 3.616 -4.291  0.288
H -4.318 3.292 -3.243  0.317
H -3.229 1.969 -3.808  0.312
H -3.307 1.540 0.933  0.270
H -2.336 0.162 0.722  -0.197
C -2.101 -4.603 -2.419  -1.053
C -3.007 -4.606 -1.118  0.420
C -2.715 -3.328 -0.272  -0.592
O -3.263 -3.375 1.026  -0.402
C -2.765 -2.594 2.108  0.364
N -4.432 -4.660 -1.379  -0.809
H -1.083 -4.333 -2.141  -0.181
H -2.510 -4.099 -3.295  0.417
H -1.928 -5.623 -2.762  0.461
H -2.731 -5.456 -0.494  0.327
H -3.195 -2.471 -0.744  0.169
H -1.648 -3.236 -0.067  0.361
H -1.881 -3.030 2.574  0.253
H -3.461 -2.358 2.913  0.304
H -2.482 -1.651 1.641  -0.439
H -4.618 -5.628 -1.598  0.280
H -4.776 -4.603 -0.431  0.309
C 0.801 1.919 -4.947  -1.540
C -0.084 0.895 -4.294  0.664
O 0.813 -0.228 -4.383  -0.235
C 0.471 -1.520 -4.085  0.674
O -0.654 -1.856 -3.577  -0.553
O 1.580 -2.345 -4.216  -0.309
C 1.267 -3.804 -4.107  -0.212
H 0.961 1.655 -5.992  0.367
H 1.753 2.062 -4.437  0.351
H 0.180 2.811 -4.864  0.418
H -0.967 0.818 -4.928  0.305
H -0.377 1.197 -3.289  -0.376
H 2.226 -4.301 -3.960  0.306
H 0.745 -4.236 -4.961  0.295
H 0.630 -4.069 -3.264  -0.068
C 4.449 0.443 1.760  -1.315
C 3.241 -0.272 2.243  0.464
O 2.982 -1.455 1.575  -0.312
C 1.763 -2.097 1.741  0.711
O 0.835 -1.719 2.350  -0.474
O 1.740 -3.247 0.996  -0.349
C 2.653 -3.563 -0.027  -0.617
H 4.510 0.697 0.702  0.314
H 5.344 -0.018 2.180  0.381
H 4.544 1.371 2.324  0.371
H 2.381 0.398 2.240  -0.247
H 3.402 -0.565 3.280  0.270
H 2.267 -4.395 -0.616  0.218
H 3.554 -3.953 0.447  0.307
H 2.752 -2.719 -0.710  0.306

## Properties
- HOMO-LUMO gap: 9.61 eV
- E: -1632.67822 a.u.
- Total charge: 0
- SMILES string: COC[C@H](C)N.COC[C@H](C)N.COC[C@H](C)N.CCOC(=O)OC.CCOC(=O)OC

---

[2]
The following is a DFT calculation (wB97M-V/def2-TZVPD) of a structure of composition C22H73N5O14Y at a distorted geometry.

Each line ends with the Mulliken charge.
Atoms and positions in Å:
Y 0.687 -3.039 -2.280  1.268
O 1.690 -1.095 -3.422  -0.388
C 0.577 -0.318 -3.869  -0.038
C -0.712 -1.066 -4.371  3.636
O -1.158 -2.032 -3.424  -0.882
H 0.926 0.327 -4.685  -0.664
H 0.232 0.364 -3.083  0.324
H -0.520 -1.695 -5.252  -1.269
H -1.479 -0.352 -4.685  -1.333
C -1.451 3.511 -4.286  -0.099
C -1.874 3.669 -2.840  0.136
C -1.305 2.536 -1.977  0.985
O -1.736 2.734 -0.651  -0.451
C -1.568 1.594 0.171  -0.611
N -1.433 4.989 -2.377  -0.707
H -0.359 3.507 -4.382  0.044
H -1.823 4.378 -4.833  0.453
H -1.809 2.597 -4.764  -0.514
H -2.964 3.617 -2.777  0.224
H -0.217 2.481 -2.117  -0.413
H -1.736 1.603 -2.376  -0.127
H -0.631 1.043 0.049  0.193
H -2.302 0.862 -0.196  0.208
H -1.743 1.827 1.215  0.326
H -0.428 5.007 -2.543  0.251
H -1.565 5.070 -1.374  0.360
C -3.312 0.260 -5.795  0.206
C -4.696 0.788 -5.455  -0.040
C -5.702 -0.367 -5.377  -0.831
O -5.858 -1.191 -6.495  -0.280
C -6.200 -0.565 -7.712  -0.664
N -4.701 1.496 -4.173  -0.541
H -2.962 -0.467 -5.057  -0.300
H -2.629 1.109 -5.853  0.198
H -3.341 -0.283 -6.743  -0.286
H -4.914 1.553 -6.213  0.319
H -6.713 -0.037 -5.074  0.449
H -5.383 -1.001 -4.544  0.208
H -5.939 -1.234 -8.525  0.185
H -5.684 0.389 -7.859  0.267
H -7.258 -0.281 -7.759  0.346
H -4.192 2.371 -4.222  0.114
H -5.661 1.759 -3.966  0.277
C 2.503 3.216 -5.944  -1.296
C 2.338 2.314 -7.158  0.330
C 0.833 1.946 -7.304  0.145
O 0.751 1.052 -8.386  -0.508
C -0.570 0.589 -8.598  -0.503
N 2.741 3.073 -8.384  -0.801
H 2.458 2.576 -5.060  -0.097
H 1.886 4.111 -5.846  0.406
H 3.507 3.646 -6.003  0.410
H 2.901 1.389 -7.058  0.311
H 0.257 2.860 -7.487  0.647
H 0.470 1.495 -6.368  -0.393
H -1.260 1.434 -8.666  0.399
H -0.822 -0.145 -7.821  -0.051
H -0.618 0.017 -9.526  0.343
H 2.407 2.447 -9.118  0.333
H 2.126 3.883 -8.409  0.324
C 3.422 2.936 -2.427  -1.259
C 4.394 1.906 -2.900  1.305
C 5.858 2.331 -2.647  -1.006
O 6.234 3.614 -3.060  -0.335
C 6.420 3.699 -4.463  -0.351
N 4.153 0.642 -2.246  -0.703
H 3.623 3.934 -2.832  0.352
H 3.462 3.129 -1.350  0.433
H 2.373 2.776 -2.695  -0.012
H 4.351 1.829 -4.000  -0.079
H 6.554 1.563 -3.016  0.403
H 6.010 2.279 -1.560  0.377
H 5.496 3.590 -5.031  0.046
H 7.145 2.966 -4.839  0.331
H 6.907 4.657 -4.645  0.271
H 3.162 0.419 -2.318  -0.002
H 4.580 -0.168 -2.675  0.397
C 0.082 -4.459 -6.862  -1.061
C -0.377 -3.835 -8.155  0.366
C -1.776 -3.268 -7.915  -0.578
O -2.456 -3.171 -9.136  -0.432
C -3.842 -2.872 -9.063  -0.214
N 0.606 -2.793 -8.556  -0.576
H -0.650 -5.183 -6.488  0.492
H 0.188 -3.705 -6.072  -0.175
H 0.994 -5.067 -6.865  0.412
H -0.379 -4.570 -8.965  0.552
H -1.708 -2.333 -7.344  -0.166
H -2.311 -3.984 -7.280  0.547
H -3.983 -2.199 -8.212  -0.208
H -4.515 -3.728 -8.987  0.283
H -4.006 -2.344 -10.002  0.403
H 0.225 -2.455 -9.440  0.221
H 1.435 -3.332 -8.796  0.263
O 3.049 -2.972 -1.770  -0.521
H 3.768 -2.822 -2.450  0.391
H 3.501 -3.341 -0.997  0.287
O -1.290 -3.526 -1.044  -0.487
H -2.039 -2.897 -1.207  0.462
H -1.650 -4.186 -0.434  0.304
O -4.009 -3.171 -4.326  -0.668
H -4.166 -2.904 -3.412  0.454
H -3.200 -2.704 -4.574  0.127
O 4.445 -2.105 -3.812  -0.722
H 4.394 -2.500 -4.691  0.307
H 3.598 -1.623 -3.701  0.236
O 2.263 -1.335 -6.718  -0.615
H 1.806 -0.696 -6.160  0.043
H 1.613 -1.554 -7.424  0.529
O -3.294 -1.740 -1.638  -0.894
H -2.644 -1.738 -2.374  0.427
H -3.929 -1.048 -1.864  0.395
O 1.851 -3.930 -4.158  -0.350
H 2.099 -4.859 -4.290  0.255
H 2.176 -3.458 -4.949  0.202

## Properties
- HOMO-LUMO gap: 6.06 eV
- E: -2247.22593 a.u.
- Total charge: +1
- Energy above the lowest of the compared OMol25 structures with the same formula, charge and spin: 0.0 kcal/mol

---

[3]
The following is a DFT calculation (wB97M-V/def2-TZVPD) of a cluster of 2 separate species, C3H5N2OS in total at a distorted geometry.

Each line ends with the Mulliken charge.
Atoms and positions in Å:
C -0.490 -0.203 -0.155  0.371
C 1.566 0.624 -0.590  -0.303
C -0.246 1.037 0.745  -0.307
N 0.581 -0.354 -0.908  0.126
N -1.656 -0.835 -0.214  -0.380
O 1.074 1.357 0.336  -0.052
S 3.994 -0.622 0.262  0.045
H -1.014 1.883 0.649  0.356
H -0.284 0.571 1.737  0.318
H 0.841 -1.136 -1.456  0.254
H -2.603 -0.439 0.015  0.283
H -1.762 -1.883 -0.421  0.288

## Properties
- HOMO-LUMO gap (alpha / beta): 7.11 / 7.02 eV
- E: -699.80835 a.u.
- Total charge: +1
- Energy above the lowest of the compared OMol25 structures with the same formula, charge and spin: 104.7 kcal/mol